Below is a cluster of 3 separate species, C5H19N2O2 in total, with properties calculated with wB97M-V/def2-TZVPD.

Cartesian coordinates (Å):
N: -1.70332 0.80410 1.69645
C: -1.79068 1.92487 0.69983
C: -0.37126 1.93565 0.04667
N: 0.63375 1.08015 0.71547
C: 1.01433 -0.31142 0.17517
C: 2.06115 -0.96130 1.05610
C: 2.00193 -2.46750 0.65149
H: -0.75118 0.54459 1.81505
H: -2.12832 1.09864 2.60500
H: -2.23073 -0.01943 1.38639
H: -2.59365 1.91192 0.02028
H: -1.80062 2.75213 1.30917
H: -0.55418 1.52237 -1.03981
H: -0.27190 3.10353 0.12148
H: 1.39601 1.67215 0.99394
H: 1.30066 -0.43829 -0.93574
H: 0.09789 -0.99047 0.22178
H: 2.07184 -0.73388 2.07668
H: 3.15104 -0.66286 0.71791
H: 0.93293 -2.81507 0.43507
H: 2.21261 -2.96708 1.66517
H: 2.89141 -2.79504 -0.00262
H: -1.20648 0.90730 -3.13851
H: -2.60139 0.51384 -2.94323
O: -1.86328 0.84998 -2.47314
H: -0.37493 -1.25900 -3.12014
H: 0.39273 -2.58805 -2.47497
O: 0.08364 -1.61183 -2.28096

Properties
- ΔE to the lowest compared entry with this formula, charge and spin (eV) = 2.728
- multiplicity = 1
- gap between HOMO and LUMO (hartree) = 0.360
- charge = +1
- M (g/mol) = 139.22
- energy (eV) = -12559.8779
- LUMO (eV) = -2.99